34
Properties=species:S:1:pos:R:3:nbo_charge:R:1 method="wB97M-V/def2-TZVPD" total_charge=+1 spin_multiplicity=3 homo_lumo_gap_ev="5.3 / 6.8" lumo_energy_ev="-2.7 / -5.0" max_force_ev_per_a=7.4 s2=2.01
C -0.0357 -1.7054 2.1858 0.47
C 0.5195 -2.3267 3.2305 -0.27
C -1.2354 -0.4199 0.6767 -0.06
C 0.2379 -0.0756 0.2269 -0.01
C -0.2305 -2.6520 4.4964 -0.64
C 0.6984 1.1172 1.0007 -0.63
C 0.7352 2.2392 -2.3167 -0.43
C -0.3772 0.4953 -3.4391 -0.47
C -1.3901 1.4524 -1.5681 -0.43
C 0.5761 -0.0666 -1.2257 -0.19
N 0.8986 -1.3487 0.7086 -0.35
N -0.1477 1.0688 -2.0951 -0.25
O -1.1377 -1.0563 1.9003 -0.49
Cl 2.6105 -1.4361 0.8439 0.00
H 1.4245 -2.7856 3.0965 0.24
H -1.7968 0.4603 0.8350 0.20
H -1.6746 -1.1441 -0.0816 0.19
H 0.6542 -2.7470 5.2149 0.23
H -0.6839 -3.6261 4.2852 0.25
H -0.7856 -1.7299 4.8027 0.24
H 1.7368 1.4139 0.6563 0.24
H 0.6869 0.7539 2.0216 0.26
H -0.0136 1.9027 0.6724 0.20
H 1.2820 2.4430 -1.3706 0.24
H 1.5953 1.8263 -3.0366 0.25
H 0.2781 3.1920 -2.5968 0.26
H -1.1871 -0.2094 -3.6192 0.25
H -0.6655 1.1909 -4.3229 0.26
H 0.5446 -0.1597 -3.7519 0.24
H -1.1840 1.8457 -0.5165 0.23
H -1.7740 2.3216 -2.1264 0.24
H -2.1825 0.5727 -1.5771 0.25
H 0.4670 -0.9780 -1.7831 0.25
H 1.5561 0.1712 -1.4269 0.23


37
Properties=species:S:1:pos:R:3:nbo_charge:R:1 method="wB97M-V/def2-TZVPD" homo_lumo_gap_ev=10.8 smiles="N#C[C@@H](F)[C@@H](C#N)[PH2]=O.CC(C)O.CC(C)O" lumo_energy_ev=0.3 max_force_ev_per_a=7.1
N 4.6944 -2.7276 3.2526 -0.28
C 3.8565 -1.8555 3.2129 0.21
C 2.6858 -0.7596 2.9450 0.13
F 1.6746 -1.0495 3.9649 -0.35
C 3.1850 0.7564 3.1125 -0.64
C 3.5373 1.1296 4.6502 0.25
N 3.7163 1.5324 5.7844 -0.27
P 4.6447 1.2314 1.9980 1.42
O 4.2893 1.1991 0.4724 -1.06
H 2.1891 -0.9561 1.9125 0.31
H 2.3064 1.4358 2.8158 0.31
H 4.9551 2.6171 2.3085 -0.03
H 5.8279 0.4430 2.2165 -0.01
C 1.2961 -1.9577 -1.9414 -0.63
C 0.5054 -1.8411 -0.6481 0.10
C -0.9363 -1.4391 -0.9143 -0.63
O 1.1203 -0.8686 0.1972 -0.74
H 1.3251 -0.9989 -2.4694 0.20
H 2.3333 -2.2356 -1.7338 0.22
H 0.8587 -2.7084 -2.6048 0.21
H 0.5282 -2.7965 -0.1159 0.18
H -0.9853 -0.4623 -1.4064 0.20
H -1.4895 -1.3474 0.0247 0.23
H -1.4406 -2.1742 -1.5469 0.21
H 1.1054 -0.0184 -0.2651 0.48
C -4.1171 2.6081 -2.2532 -0.63
C -3.8177 1.1627 -1.8880 0.09
C -4.7097 0.2006 -2.6566 -0.63
O -4.0164 0.9768 -0.4883 -0.72
H -5.1520 2.8671 -2.0064 0.20
H -3.4768 3.2884 -1.6847 0.22
H -3.9576 2.7871 -3.3200 0.21
H -2.7681 0.9399 -2.1004 0.17
H -5.7652 0.3757 -2.4237 0.20
H -4.4914 -0.8335 -2.3752 0.22
H -4.5682 0.3069 -3.7354 0.21
H -4.9429 1.1717 -0.2902 0.46


40
Properties=species:S:1:pos:R:3:nbo_charge:R:1 method="wB97M-V/def2-TZVPD" total_charge=+2 homo_lumo_gap_ev=7.4 lumo_energy_ev=-7.3 max_force_ev_per_a=0.8
Hf -0.1509 0.0915 -0.3096 2.20
N -1.9110 1.3862 0.4381 -0.93
C -1.6941 1.9502 1.8140 -0.24
C -0.2145 2.1135 2.1303 -0.25
N 0.5941 0.8828 1.8418 -0.73
C 0.5677 -0.1517 2.9127 -0.24
C -0.6398 -1.0628 2.7943 -0.24
N -0.7834 -1.5357 1.3853 -0.91
H -2.8426 0.9742 0.3943 0.43
H -1.9383 2.1551 -0.2375 0.44
H -2.1799 2.9211 1.9012 0.25
H -2.1849 1.2859 2.5200 0.21
H 0.2038 2.9086 1.5168 0.25
H -0.0938 2.3974 3.1777 0.24
H 1.5572 1.2089 1.7780 0.43
H 1.4826 -0.7401 2.8160 0.23
H 0.5881 0.3111 3.9014 0.24
H -0.5289 -1.9036 3.4785 0.25
H -1.5585 -0.5535 3.0723 0.21
H -0.2247 -2.3796 1.2646 0.41
H -1.7384 -1.8618 1.2372 0.43
N 1.3883 -1.5397 -1.0920 -0.72
N 1.0977 -1.3269 -2.4693 -0.50
C -0.2312 -1.1446 -2.8627 0.87
O -0.5712 -1.0976 -3.9950 -0.50
O -1.0287 -0.9373 -1.7757 -0.87
H 2.3710 -1.3033 -0.9568 0.42
H 1.2743 -2.5270 -0.8576 0.40
H 1.7443 -1.7048 -3.1501 0.44
Se 1.0660 2.1153 -1.2097 -0.19
C -0.0655 2.9052 -2.5784 -0.13
C -0.6347 4.1359 -2.2934 -0.31
C -1.4344 4.7123 -3.2752 0.07
N -1.6787 4.1417 -4.4484 -0.37
C -1.1123 2.9687 -4.7028 0.08
C -0.2894 2.2995 -3.8010 -0.29
H -0.4496 4.6567 -1.3633 0.23
H -1.8916 5.6795 -3.1010 0.22
H -1.3170 2.5298 -5.6721 0.22
H 0.1572 1.3560 -4.0780 0.24


35
Properties=species:S:1:pos:R:3:mulliken_charge:R:1 method="wB97M-V/def2-TZVPD" homo_lumo_gap_ev="4.2 / 4.3" lumo_energy_ev="-1.2 / -1.0" max_force_ev_per_a=5.3
C -1.2889 -1.6286 -0.3460 -0.52
C -2.1993 -1.6019 0.7443 -0.61
C -3.1669 -0.5609 0.5043 -0.37
C -2.8920 -0.0365 -0.8041 -0.57
C -1.7241 -0.6497 -1.3017 -0.70
La 1.3090 1.6308 0.0755 0.77
P 2.9036 -0.8157 -0.7408 -0.29
H -0.3837 -2.2143 -0.4273 0.44
H -2.1112 -2.1731 1.6833 0.34
H -3.9357 -0.2119 1.2040 0.38
H -1.1842 -0.4043 -2.2196 0.51
H -3.4371 0.8157 -1.2655 0.31
H 2.8247 -0.8667 -2.1925 0.12
H 3.0808 -2.2043 -0.3793 0.14
H 4.2092 -0.2153 -0.5254 0.11
C 4.3620 2.9015 2.2826 -1.23
C 3.3101 3.0783 1.1848 -0.25
N 2.1624 2.4886 2.0085 -0.49
C 0.8853 3.0168 2.0946 -0.06
S -0.3194 1.8599 2.2021 -0.37
N 0.7489 4.3284 1.8006 -0.14
C 1.5676 5.3035 2.5815 -0.23
C 1.7563 6.5567 1.7541 -1.15
H 3.9145 3.2877 3.2083 0.36
H 5.2922 3.3826 2.0489 0.38
H 4.5095 1.8084 2.4454 0.34
H 3.0900 4.0951 0.8655 0.34
H 3.6036 2.4749 0.2622 0.33
H 2.3667 1.5654 2.4210 0.34
H -0.2216 4.6450 1.7162 0.33
H 1.0417 5.5185 3.5248 0.40
H 2.5291 4.8359 2.8330 0.05
H 0.8049 7.0703 1.6064 0.34
H 2.4308 7.2322 2.2824 0.36
H 2.1860 6.3321 0.7771 0.28


35
Properties=species:S:1:pos:R:3:nbo_charge:R:1 method="wB97M-V/def2-TZVPD" total_charge=-1 homo_lumo_gap_ev="3.4 / 3.3" lumo_energy_ev="3.1 / 3.1" max_force_ev_per_a=4.1
C 0.4338 -0.0202 -2.2637 -0.41
C -0.7878 -0.7273 -2.2172 -0.38
C -0.5861 -1.9232 -1.4849 -0.37
C 0.7805 -1.9804 -1.0899 -0.42
C 1.4269 -0.8018 -1.5562 -0.45
Mg 0.0798 -0.0216 0.3275 1.07
P -0.5255 2.3632 0.4096 -0.23
H 0.6489 0.8816 -2.8198 0.21
H -1.7210 -0.4080 -2.6676 0.21
H -1.3420 -2.6637 -1.2438 0.21
H 2.4914 -0.6143 -1.5523 0.22
H 1.2787 -2.8116 -0.6099 0.22
H -1.5238 2.6568 1.3922 0.01
H -1.0480 3.1048 -0.6857 -0.07
H 0.5203 3.2421 0.8264 0.02
C 1.3181 1.7907 5.3561 -0.64
C -0.0293 1.1579 5.0819 -0.23
N -0.0844 0.6534 3.6874 -0.67
C -0.6713 -0.5167 3.3247 0.11
S -1.6779 -0.6057 1.9307 -0.64
N -0.4846 -1.6286 4.0266 -0.65
C 0.5154 -1.9066 5.0864 -0.22
C -0.1912 -2.3813 6.3378 -0.62
H 2.1359 1.0796 5.1948 0.21
H 1.3471 2.1183 6.3993 0.19
H 1.4989 2.6663 4.7219 0.21
H -0.2474 0.3316 5.7659 0.19
H -0.8166 1.9177 5.2144 0.17
H -0.2553 1.4247 3.0248 0.39
H -0.9607 -2.4521 3.6597 0.40
H 1.1781 -2.7019 4.7151 0.18
H 1.1190 -1.0112 5.2417 0.21
H -0.7523 -3.3048 6.1582 0.20
H 0.5373 -2.5782 7.1278 0.19
H -0.8947 -1.6274 6.7018 0.20


31
Properties=species:S:1:pos:R:3:nbo_charge:R:1 method="wB97M-V/def2-TZVPD" total_charge=+1 homo_lumo_gap_ev=9.9 smiles="C=C[C@@]1(C)[C@@H](CC)[C@@]1(C)[NH2+]C" lumo_energy_ev=-3.0 max_force_ev_per_a=7.6
C 1.5025 -1.6341 2.1706 -0.34
C 1.4028 -0.6284 1.2745 -0.27
C 0.1883 0.2801 1.1240 -0.04
C -0.5059 0.8760 2.3806 -0.60
C 0.2094 1.2074 -0.0893 -0.22
C 1.3769 1.4116 -1.0027 -0.39
C 0.9060 2.4780 -1.9993 -0.60
C -0.6585 0.0209 -0.2159 0.11
C -2.1368 0.2120 -0.2000 -0.66
N -0.1878 -1.1945 -0.9362 -0.54
C -0.6660 -2.5269 -0.4024 -0.42
H 2.3995 -2.3213 2.2379 0.23
H 0.6717 -1.8060 2.8844 0.20
H 2.2481 -0.5688 0.6386 0.21
H -0.9468 1.7268 2.2096 0.22
H 0.3414 1.0926 3.0586 0.24
H -0.9961 0.0488 2.8768 0.22
H -0.1867 2.1884 0.1495 0.25
H 2.3561 1.6404 -0.5745 0.24
H 1.6069 0.4285 -1.4924 0.16
H 0.1151 2.2397 -2.6666 0.21
H 1.7612 2.6831 -2.5156 0.22
H 0.4897 3.4146 -1.4910 0.22
H -2.4521 0.4104 0.8826 0.25
H -2.7312 -0.6391 -0.2934 0.23
H -2.5600 1.0093 -0.6945 0.24
H -0.5113 -1.2179 -1.9295 0.44
H 0.9176 -1.0769 -0.9506 0.47
H -0.9925 -2.5374 0.6280 0.25
H -1.5418 -2.8506 -1.0391 0.23
H 0.1668 -3.2594 -0.6655 0.25


35
Properties=species:S:1:pos:R:3:nbo_charge:R:1 method="wB97M-V/def2-TZVPD" total_charge=+1 spin_multiplicity=3 homo_lumo_gap_ev="4.6 / 4.5" lumo_energy_ev="-4.6 / -4.5" max_force_ev_per_a=2.5 s2=2.03
C -1.3750 -2.7225 -2.7168 -0.30
C -0.5822 -3.6002 -3.5341 -0.34
C 0.1186 -2.7769 -4.4427 -0.21
C -0.5378 -1.5038 -4.5227 -0.29
C -1.3477 -1.4002 -3.3586 -0.34
W 0.1423 -1.6285 0.4293 0.89
P -2.0504 -1.9536 1.3005 0.11
H -1.9025 -2.9692 -1.7940 0.19
H -0.3766 -4.6469 -3.3298 0.22
H 0.9170 -3.1154 -5.0948 0.21
H -1.8678 -0.4987 -3.0044 0.19
H -0.3895 -0.7390 -5.2786 0.22
H -2.5235 -1.8155 2.6626 0.05
H -2.4956 -3.2900 0.9415 0.08
H -3.1038 -1.1968 0.6254 0.02
C 2.3541 0.7707 3.4242 -0.40
N 1.5783 1.6510 2.5862 -0.38
C 1.7938 3.0934 2.6169 -0.41
C 0.9052 1.0399 1.5983 0.80
O 0.9686 -0.2240 1.6110 -0.74
N 0.2051 1.5805 0.5557 -0.41
C -0.4262 2.8985 0.5467 -0.41
C -0.2596 0.5215 -0.3773 -0.47
H 2.8751 1.3718 4.1713 0.23
H 3.1040 0.2204 2.8324 0.22
H 1.7131 0.0498 3.9243 0.22
H 2.1106 3.4549 1.6161 0.21
H 0.8755 3.6163 2.9148 0.22
H 2.5812 3.2946 3.3387 0.24
H 0.2963 3.6743 0.2621 0.23
H -1.2423 2.8977 -0.1814 0.23
H -0.8454 3.1346 1.5295 0.22
H -1.0155 -0.1200 0.1458 0.21
H -0.7702 1.0392 -1.2001 0.29
H 0.5728 -0.1081 -0.7976 0.21


35
Properties=species:S:1:pos:R:3:nbo_charge:R:1 method="wB97M-V/def2-TZVPD" spin_multiplicity=2 homo_lumo_gap_ev="5.6 / 5.5" lumo_energy_ev="0.0 / 0.0" max_force_ev_per_a=2.2 s2=0.77
C 1.7196 0.4148 0.1972 -0.65
C 2.4090 -0.7723 0.1003 -0.23
C 1.8787 -2.0727 0.0919 -0.31
C 0.5062 -2.3756 -0.0670 -0.32
C -0.4339 -1.5823 -0.7350 -0.63
Ti -0.2468 -0.1303 0.4619 0.76
P -0.2838 2.1424 -0.7943 0.16
H 2.2480 1.3704 0.1872 0.18
H 3.5021 -0.7316 0.0254 0.18
H 2.5738 -2.9168 0.1685 0.21
H -1.2814 -2.0043 -1.2667 0.19
H 0.2492 -3.4095 0.2066 0.19
H -1.3940 2.3924 -1.6349 -0.01
H 0.7214 2.6303 -1.6987 0.02
H -0.3948 3.3329 0.0014 -0.02
C -3.7532 -1.8522 1.6669 -0.41
N -4.2716 -0.5040 1.8793 -0.39
C -5.4196 -0.3502 2.7691 -0.42
C -3.7125 0.5333 1.2553 0.40
S -2.5257 0.2577 -0.0004 -0.18
N -4.1213 1.8255 1.5017 -0.47
C -5.5443 2.1571 1.2855 -0.41
C -3.2068 2.8895 1.0795 -0.41
H -4.4152 -2.5483 2.1860 0.21
H -2.7348 -1.9555 2.0661 0.22
H -3.7166 -2.0930 0.5979 0.24
H -5.3760 0.6108 3.2821 0.22
H -6.3626 -0.4117 2.2046 0.21
H -5.4002 -1.1548 3.5079 0.22
H -6.1051 2.1264 2.2366 0.20
H -5.6216 3.1791 0.8819 0.22
H -6.0030 1.4378 0.5776 0.20
H -2.2270 2.7062 1.5299 0.22
H -3.0813 2.8925 -0.0131 0.21
H -3.5908 3.8613 1.4032 0.21